Entry 1:
{
  "formula": "C4H8N4",
  "method": "the ωB97M-V functional and the def2-TZVPD basis",
  "multiplicity": 1,
  "relative_energy_kcal_mol": 190.7,
  "charge": 0,
  "smiles": "C1=NNC[C@@H]2CN2N1",
  "species": ["C", "N", "N", "C", "C", "C", "N", "N", "H", "H", "H", "H", "H", "H", "H", "H"],
  "coordinates": [[-0.88520, 0.74038, 1.25008], [-0.21512, 1.54908, 0.43252], [0.54206, 1.45156, -0.49397], [1.45405, 0.30797, -0.98907], [0.63207, -0.69950, -0.17067], [0.16925, -2.00017, -0.56450], [-0.78759, -0.82434, -0.35823], [-1.12476, -0.55755, 0.99957], [-1.50021, 1.46822, 1.74398], [1.03976, 2.45327, -0.81222], [1.41753, 0.23408, -2.01777], [2.47160, 0.71369, -0.58124], [0.86703, -0.62388, 0.82371], [0.30628, -2.66848, 0.13967], [0.56046, -2.26609, -1.70871], [-2.28562, -0.73421, 1.19826]]
}

***

Entry 2:
{
  "formula": "CH3N6S",
  "method": "the ωB97M-V functional and the def2-TZVPD basis",
  "multiplicity": 1,
  "relative_energy_kcal_mol": 0.0,
  "charge": 1,
  "species": ["C", "N", "N", "N", "N", "N", "N", "S", "H", "H", "H"],
  "coordinates": [[0.56455, -0.09514, -0.46893], [-0.81579, 3.41589, -2.44508], [-0.68744, 4.61284, -2.10256], [-0.17328, 3.25901, -0.39115], [-0.49144, 0.12958, -1.37626], [-1.07610, 0.97053, -1.80479], [-0.50304, 2.62653, -1.47144], [-0.35564, 4.83679, -0.54553], [1.08758, -0.83879, -1.12383], [0.49011, -0.56401, 0.57775], [1.07780, 0.88729, -0.45344]]
}

***

Entry 3:
{
  "formula": "C12H19ClIN6O3PSSe2Te2Y",
  "method": "the ωB97M-V functional and the def2-TZVPD basis",
  "multiplicity": 1,
  "relative_energy_kcal_mol": 53.6,
  "charge": 1,
  "species": ["Y", "Cl", "C", "C", "C", "I", "C", "O", "C", "N", "C", "C", "C", "C", "H", "H", "H", "H", "N", "N", "C", "N", "S", "H", "H", "H", "H", "H", "Se", "Te", "Te", "Se", "N", "C", "P", "O", "O", "C", "N", "H", "H", "H", "H", "H", "H", "H", "H", "H", "H"],
  "coordinates": [[0.25545, -0.84643, 0.45567], [5.82235, 3.50557, 0.07937], [4.72505, 2.19017, 0.34177], [5.17995, 1.03627, 0.93847], [4.30735, -0.02183, 1.16267], [4.93325, -1.78603, 2.12367], [2.96625, 0.01537, 0.80297], [2.17565, -0.99843, 1.02267], [2.48685, 1.23827, 0.22307], [1.15555, 1.31307, -0.02983], [0.67185, 2.42587, -0.53743], [1.46365, 3.53547, -0.85563], [2.81035, 3.48657, -0.60513], [3.36965, 2.32757, -0.02953], [6.21405, 0.95957, 1.24137], [-0.40305, 2.45007, -0.68423], [1.00285, 4.41467, -1.27843], [3.45215, 4.32557, -0.82873], [0.75995, -0.99163, 3.33307], [-0.37625, -0.72463, 4.10457], [-1.31195, 0.13917, 3.67677], [-2.30555, 0.43787, 4.52657], [-1.23685, 0.90057, 2.18647], [1.06585, -1.95593, 3.48397], [1.53765, -0.37253, 3.58137], [-0.44215, -1.11463, 5.04187], [-2.47445, -0.12493, 5.34407], [-3.04045, 1.04177, 4.19917], [-1.37835, -2.77893, 1.39307], [0.84175, -3.98613, 1.29867], [1.11895, -3.79533, -1.38613], [1.29095, -1.38123, -2.01043], [-2.18005, -3.29333, -2.45523], [-3.11025, -2.38463, -1.76033], [-2.31895, -0.69893, -1.99893], [-1.66705, -0.80003, -3.35043], [-1.53065, -0.29263, -0.80053], [-3.56785, 0.69177, -2.33593], [-2.92235, 1.37137, -3.47473], [-1.24545, -3.51273, -1.91073], [-1.85815, -2.77263, -3.29593], [-2.60865, -4.18923, -2.70453], [-3.19975, -2.63583, -0.69883], [-4.09305, -2.42863, -2.22953], [-3.64365, 1.33777, -1.46163], [-4.55125, 0.33137, -2.62583], [-2.23705, 0.57547, -3.81643], [-2.34215, 2.16287, -3.18693], [-3.56215, 1.67317, -4.20943]]
}

***

Calculated E_tot in order - -10229.97241; -20848.57514; -214906.34674 eV
Calculated molar mass in order - 112.1; 131.1; 1022.7 g mol⁻¹
Calculated E_HOMO in order - -6.8; -15.8; -9.2 eV